{
  "formula": "C7H10Cl2PS",
  "method": "ωB97M-V with the def2-TZVPD basis set",
  "symbols": ["C", "C", "C", "C", "C", "C", "C", "P", "S", "Cl", "Cl", "H", "H", "H", "H", "H", "H", "H", "H", "H", "H"],
  "positions_angstrom": [[3.2967, -1.4034, 0.1911], [2.3287, -0.4881, 0.6871], [3.3957, -1.4162, -1.1696], [1.7106, -0.0129, -0.3753], [-1.8225, -0.9438, 0.8328], [-2.5701, 0.3053, 0.5111], [-1.9254, 1.0924, -0.6149], [-0.2743, 1.9017, -0.3254], [2.2395, -0.4391, -1.9399], [0.2858, 3.0220, -1.8176], [-0.5638, 3.0640, 1.2374], [3.8174, -1.7874, 0.9566], [2.0697, -0.3107, 1.7037], [4.0511, -2.0690, -1.7975], [-0.8639, -0.6964, 1.2033], [-1.9121, -1.6933, 0.1397], [-2.4475, -1.4352, 1.7247], [-3.5278, 0.0832, -0.0580], [-2.7396, 1.0127, 1.3503], [-2.5825, 1.8742, -1.0422], [-1.9659, 0.3398, -1.3972]],
  "lowdin_charge": [-0.144, -0.167, -0.389, -0.400, -0.103, -0.331, -0.421, 0.174, 1.010, 0.379, 0.400, 0.083, 0.119, 0.108, 0.042, 0.051, 0.141, 0.144, 0.106, 0.101, 0.098],
  "homo_energy_ev": [-13.21, -13.21],
  "gap_ha": [0.266, 0.266],
  "lumo_energy_ha": [-0.21953, -0.21936],
  "charge": 1
}